Formula: C3H8S2
Source: OMol25
Level of theory: ωB97M-V/def2-TZVPD

total charge = 0
energy relative to the best compared isomer or geometry (same formula, charge and spin) = 13.3 kcal per mole
lowest unoccupied orbital energy = 0.796 eV
frontier orbital gap = 0.340 hartree

```
13
Properties=species:S:1:pos:R:3:forces:R:3:mulliken_charge:R:1
C -1.6802 0.1974 -1.7500 -0.264 -0.496 -1.111 -1.195
C -0.4243 -0.2514 -1.0370 -0.097 0.552 -0.195 -0.351
S 0.0561 1.0819 0.1491 0.095 -0.867 -1.079 -0.117
S 1.9272 0.4314 0.6219 0.127 0.699 0.833 -0.089
C 1.5720 -0.0797 2.3467 2.328 0.282 1.191 -0.722
H -2.5513 0.4550 -1.1534 0.155 0.090 0.333 0.357
H -1.4491 1.0281 -2.4516 -0.238 -0.464 0.518 0.302
H -1.9632 -0.6858 -2.3465 -0.222 0.460 -0.105 0.329
H 0.2845 -0.4121 -1.8538 0.532 0.524 0.411 0.327
H -0.4979 -1.2410 -0.5956 -0.309 0.138 0.627 0.370
H 2.5693 0.0023 3.0016 -2.007 -0.336 -1.614 0.248
H 1.3037 -1.1295 2.2128 -0.401 0.260 0.881 0.245
H 0.8531 0.6033 2.8559 0.301 -0.843 -0.689 0.296
```
Positions in Å, forces in eV/Å.

Formula: C21H21N3O5
Source: OMol25
Level of theory: ωB97M-V/def2-TZVPD

total charge = 0
energy relative to the best compared isomer or geometry (same formula, charge and spin) = 9.0 kcal per mole
lowest unoccupied orbital energy = -0.487 eV
frontier orbital gap = 0.276 hartree

```
50
Properties=species:S:1:pos:R:3:forces:R:3:mulliken_charge:R:1
C -3.0210 1.4071 2.4820 0.339 0.158 -0.259 -1.521
C -1.8860 1.5642 1.4846 -0.300 -0.382 0.055 0.024
O -1.3516 2.8679 1.6346 0.249 0.404 -0.016 -0.511
C -0.3229 3.2462 0.8150 0.046 0.210 0.046 1.334
C 0.2559 2.4618 -0.1583 -0.079 0.122 0.022 -0.397
C 1.2909 2.9640 -0.9576 -0.224 0.460 0.455 0.386
C 1.7093 4.2834 -0.7679 -0.036 -0.404 -0.061 -1.045
C 1.1492 5.0674 0.2199 -0.297 0.039 0.323 -0.801
C 0.1341 4.5647 1.0202 0.048 -0.355 -0.208 0.229
O -0.4247 5.3355 1.9787 -0.073 0.021 0.077 -0.635
H -1.1130 4.8141 2.4174 0.050 0.019 -0.047 0.352
H 1.4782 6.0807 0.3843 0.035 0.132 0.021 0.428
H 2.4956 4.6881 -1.3868 0.079 0.052 -0.096 0.399
C 1.8810 2.1841 -2.0163 0.182 -0.930 -0.164 -0.667
C 1.9715 0.8415 -2.1391 -0.009 1.215 -0.058 0.261
N 2.4512 0.2152 -3.2872 0.127 0.008 -0.271 -0.141
C 2.4584 -1.1446 -3.1717 0.191 0.136 -0.360 0.333
O 2.8054 -1.9553 -3.9867 0.031 -0.219 -0.120 -0.617
N 1.9973 -1.4118 -1.8787 -0.138 -0.014 0.032 0.126
C 1.7257 -0.2571 -1.1863 -0.036 -0.208 0.420 0.603
O 1.4107 -0.2192 -0.0104 0.118 0.116 -0.025 -0.753
C 1.9194 -2.7595 -1.3615 -0.052 -0.299 0.057 -1.075
H 2.5539 -2.8487 -0.4732 -0.018 0.024 -0.112 0.298
H 2.2886 -3.4158 -2.1539 -0.096 0.093 0.194 0.413
C 0.4790 -3.1905 -1.0072 0.542 0.140 -0.098 0.756
O -0.1301 -3.9861 -1.6839 -0.119 -0.175 -0.159 -0.642
N 0.0427 -2.6099 0.1336 0.058 0.273 0.451 0.086
C -1.1652 -2.8040 0.8126 -0.291 -0.184 0.010 0.278
C -1.2863 -2.2120 2.0685 -0.072 -0.033 -0.052 -0.075
C -2.4331 -2.3731 2.8278 -0.008 0.022 -0.096 0.523
C -3.4806 -3.1240 2.3045 -0.042 -0.006 0.007 -0.660
C -3.3679 -3.7058 1.0553 -0.005 0.057 0.131 -0.635
C -2.2158 -3.5581 0.3031 0.063 -0.069 -0.213 -0.705
H -2.1243 -4.0230 -0.6636 0.015 -0.002 -0.039 0.538
H -4.1864 -4.2880 0.6589 -0.064 -0.053 -0.045 0.389
H -4.3829 -3.2555 2.8838 -0.101 -0.009 0.067 0.428
C -2.5304 -1.7854 4.2037 0.021 -0.089 0.007 -1.636
H -1.8064 -0.9864 4.3402 0.033 0.090 0.066 0.311
H -2.3285 -2.5569 4.9472 0.007 0.017 0.100 0.405
H -3.5291 -1.3971 4.3923 -0.045 0.063 0.053 0.387
H -0.4615 -1.6300 2.4573 0.120 0.067 0.077 0.432
H 0.6413 -1.8892 0.5339 -0.073 -0.211 -0.243 0.171
H 2.7150 0.6954 -4.1312 -0.038 -0.180 0.019 0.219
H 2.2955 2.7636 -2.8346 0.021 -0.017 -0.103 0.335
H -0.0948 1.4603 -0.3269 -0.080 -0.070 0.042 0.385
H -2.2626 1.4322 0.4618 0.107 0.012 0.071 0.324
H -1.1034 0.8178 1.6680 -0.027 0.071 -0.080 0.258
H -3.7908 2.1510 2.2931 -0.098 0.038 -0.011 0.421
H -2.6522 1.5385 3.4957 0.012 -0.023 0.122 0.337
H -3.4508 0.4152 2.3831 -0.072 -0.127 0.011 0.347
```
Positions in Å, forces in eV/Å.

Formula: C30H33GeN2RuS
Source: OMol25
Level of theory: ωB97M-V/def2-TZVPD

total charge = +3
energy relative to the best compared isomer or geometry (same formula, charge and spin) = 6.4 kcal per mole
lowest unoccupied orbital energy = -11.268 eV
frontier orbital gap = 0.221 hartree

```
68
Properties=species:S:1:pos:R:3:forces:R:3:mulliken_charge:R:1
Ru 0.0901 1.2273 0.5091 -1.098 -0.231 0.339 0.014
C -0.7319 4.5232 0.6808 -0.034 0.015 0.112 -1.604
C 0.2500 3.4155 0.8627 0.352 -0.006 0.145 1.015
C 0.3810 2.7009 2.0870 0.216 0.028 -0.033 -0.721
C 1.4122 1.7480 2.3017 0.278 -0.097 0.133 0.679
C 1.6265 1.0881 3.6310 -0.086 0.109 0.040 -1.518
C 2.2462 1.4094 1.2257 -0.047 -0.087 -0.048 -0.686
C 2.1007 2.0238 -0.0445 -0.026 0.019 0.014 1.749
C 3.0071 1.6834 -1.1840 -0.049 -0.013 -0.059 -1.605
C 1.0769 2.9965 -0.2053 0.376 0.222 -0.138 -1.445
H -1.3025 4.4172 -0.2387 0.022 0.011 -0.028 0.356
H -0.1629 5.4537 0.6044 -0.001 0.013 0.046 0.400
H -1.4085 4.6099 1.5283 -0.022 -0.014 -0.018 0.443
H -0.2952 2.9159 2.9054 -0.100 -0.024 -0.073 0.648
H 1.7685 0.0112 3.5355 0.053 0.021 0.007 0.399
H 0.8187 1.2954 4.3302 -0.021 -0.044 -0.017 0.431
H 2.5494 1.4805 4.0638 -0.014 0.066 0.008 0.389
H 2.9982 0.6425 1.3654 0.016 -0.005 -0.041 0.594
H 2.4503 1.2996 -2.0414 -0.002 0.018 -0.009 0.362
H 3.7591 0.9588 -0.8840 0.006 -0.020 -0.016 0.329
H 3.5158 2.5915 -1.5139 0.019 0.000 0.014 0.445
H 0.9414 3.4448 -1.1831 -0.036 -0.003 -0.005 0.581
S -1.4864 1.7150 -1.0317 -0.490 0.278 -0.290 -0.493
C -3.1655 1.3129 -0.7928 0.082 -0.138 0.031 0.451
N -4.0308 1.3326 -1.7871 0.025 -0.074 0.054 -0.114
C -5.4130 1.1123 -1.3213 -0.028 0.011 0.010 -0.556
C -5.2280 0.9864 0.2093 0.008 -0.007 0.008 -0.471
N -3.7639 1.0940 0.3595 -0.057 0.054 -0.010 0.196
H -3.7819 1.5358 -2.7413 0.016 0.009 -0.050 0.222
H -5.8167 0.2062 -1.7681 0.000 0.014 -0.001 0.332
H -6.0437 1.9545 -1.5968 0.014 -0.006 -0.002 0.341
H -5.5794 0.0303 0.5924 0.000 0.006 -0.004 0.286
H -5.7187 1.7886 0.7568 -0.002 -0.010 -0.005 0.364
H -3.2797 1.0930 1.2415 0.013 -0.006 0.004 0.096
C -2.9713 -1.4806 2.2962 -0.006 -0.015 -0.095 -0.892
C -3.0430 -1.9045 0.9623 0.022 -0.043 -0.013 -0.815
C -1.9706 -1.7356 0.1110 -0.050 -0.048 0.026 -0.358
C -0.7568 -1.2357 0.6209 0.093 0.679 -0.002 0.207
C -0.6788 -0.8183 1.9619 -0.398 -0.278 -0.006 0.368
C -1.8114 -0.9139 2.7856 0.122 0.034 0.020 -1.174
Ge 0.8315 -1.3100 -0.4658 0.713 -0.926 -0.569 0.102
C 0.7189 -1.4866 -2.3637 0.034 0.089 0.300 0.914
C -0.2728 -0.9189 -3.1715 -0.114 -0.001 -0.248 0.364
C -0.3416 -1.2336 -4.5207 -0.032 0.100 0.268 -0.772
C 0.5807 -2.1126 -5.0796 0.033 -0.014 0.033 -0.596
C 1.5660 -2.6857 -4.2880 0.086 -0.004 0.257 -0.788
C 1.6454 -2.3747 -2.9350 0.031 -0.091 -0.259 -0.599
C 2.4001 -1.9783 0.3782 -0.216 0.151 0.026 0.971
C 3.6516 -1.8714 -0.2414 0.137 0.060 0.012 -0.306
C 4.7728 -2.4164 0.3616 -0.014 0.033 -0.064 -1.005
C 4.6554 -3.0797 1.5783 -0.008 -0.002 0.015 -0.611
C 3.4168 -3.1983 2.1958 -0.060 -0.019 0.019 -0.830
C 2.2910 -2.6475 1.6038 0.051 -0.010 0.113 -0.271
H -3.8189 -1.6308 2.9530 0.000 0.011 0.008 0.498
H -3.9431 -2.3838 0.5983 -0.007 -0.008 0.010 0.565
H -2.0381 -2.0701 -0.9175 0.001 0.054 -0.028 0.552
H 0.2744 -0.6489 2.4215 0.273 0.151 0.086 0.510
H -1.7382 -0.6339 3.8283 -0.021 0.014 0.023 0.548
H -0.9891 -0.2231 -2.7567 0.012 0.006 0.011 0.121
H -1.1109 -0.7886 -5.1376 0.018 -0.015 -0.016 0.459
H 0.5299 -2.3514 -6.1337 -0.004 0.001 0.002 0.439
H 2.2768 -3.3823 -4.7128 -0.030 0.018 -0.022 0.470
H 2.4045 -2.8557 -2.3325 -0.016 0.004 -0.009 0.471
H 3.7637 -1.3667 -1.1936 -0.040 -0.017 -0.015 0.624
H 5.7361 -2.3354 -0.1238 0.011 -0.006 0.016 0.471
H 5.5314 -3.5141 2.0409 0.008 -0.004 0.003 0.454
H 3.3226 -3.7343 3.1306 0.025 -0.004 0.003 0.478
H 1.3317 -2.7776 2.0895 -0.037 -0.004 -0.022 0.521
```
Positions in Å, forces in eV/Å.